No. 1
Computed, not measured: a 2-piece molecular cluster, C2H8N2O2 overall, with ωB97M-V with the def2-TZVPD basis set.

Computed properties:
LUMO energy: 0.921 eV
Charge: 0
HOMO level: -0.3434 Eh
Energy relative to the best compared isomer or geometry (same formula, charge and spin): 209.1 kJ/mol
E: -9277.743 eV
Spin multiplicity: 1
M: 92.1 g mol⁻¹

Each line ends with the Mulliken charge.
Cartesian coordinates (Å):
N 2.4147 1.7600 -0.9198  -0.7471
C 1.2051 1.1139 -1.3862  -0.2116
O 0.6013 0.5851 -0.3259  -0.4546
H 3.1521 1.1191 -0.4754  0.2659
H 2.1065 2.3307 -0.0180  0.2604
H 1.4444 0.4973 -2.2365  0.3123
H 0.5774 1.8378 -1.9076  0.2793
H 0.4884 -0.3672 -0.3404  0.3092
C -1.7447 -1.6269 1.0479  0.1833
N -1.9521 -0.2369 1.2910  -0.4339
O -0.7765 -2.0031 0.4000  -0.5361
H -2.6172 -2.2101 1.5924  0.2739
H -2.7321 0.3369 0.9818  0.2412
H -1.0196 0.2166 1.2426  0.2579



No. 2
Computed, not measured: a 2-piece molecular cluster, C4H9O4 overall, with ωB97M-V with the def2-TZVPD basis set.

Computed properties:
LUMO energy: 3.861 eV
Charge: -1
HOMO level: -0.1748 Eh
Energy relative to the best compared isomer or geometry (same formula, charge and spin): 117.7 kJ/mol
E: -12485.200 eV
Spin multiplicity: 1
M: 121.1 g mol⁻¹

Each line ends with the Mulliken charge.
Cartesian coordinates (Å):
O 0.7292 1.4436 0.2322  -0.7653
C -0.4429 0.9422 0.0574  0.7251
O -1.4752 1.4527 0.5747  -0.8244
C -0.5582 -0.2733 -0.8571  -0.9125
C 0.5348 -1.2784 -0.6116  0.6521
C 0.2533 -2.4928 -1.4728  -1.3004
O 1.6863 -0.6989 -1.1551  -0.6085
H -1.5145 -0.8025 -0.5538  0.1862
H -0.6173 0.1535 -1.7987  0.3410
H 0.8490 -1.4790 0.4322  0.2370
H -0.1933 -2.3086 -2.4526  0.3082
H -0.6683 -3.1552 -0.9716  0.2606
H 1.0900 -3.1952 -1.5085  0.3740
H 1.7536 0.2621 -0.9416  0.3468
H -1.3527 1.5629 2.2775  0.3754
H 0.2054 1.1691 2.5392  0.3093
O -0.7247 1.1035 2.8836  -0.7046



No. 3
Computed, not measured: one molecule with the formula C4H3N3, with ωB97M-V with the def2-TZVPD basis set.

Computed properties:
LUMO energy (alpha / beta): 0.685 / 0.685 eV
Charge: 0
HOMO level (alpha / beta): -0.3248 / -0.3248 Eh
Energy relative to the best compared isomer or geometry (same formula, charge and spin): 395.6 kJ/mol
E: -8662.311 eV
Spin multiplicity: 1
M: 93.1 g mol⁻¹

Each line ends with the Mulliken charge.
Cartesian coordinates (Å):
C -2.0675 -0.0432 1.8356  0.3695
C -1.1659 -0.1157 1.0377  -0.5134
C -0.1098 -0.2050 0.0881  -0.1080
C 0.4370 -1.3244 -0.5625  -0.4167
N 1.3691 -0.6643 -1.3177  0.2898
N 1.4667 0.6574 -1.2236  -0.9019
N 0.5423 0.9189 -0.3475  0.3964
H -2.8725 -0.0036 2.5348  0.4228
H 2.0086 -1.1025 -1.9659  0.2138
H 0.3919 1.8824 -0.0790  0.2478



Calculated largest force on an atom in order - 3.7, 5.1, 0.7 eV/Å